2 unconnected molecules or ions with the total composition C2N5. Source: the Open Molecules 2025 dataset; level of theory: ωB97M-V/def2-TZVPD.

```
7
Properties=species:S:1:pos:R:3:forces:R:3
C 0.832 3.165 -0.259 -2.1 0.1 -2.0
C -0.046 -0.591 -0.585 -2.4 -1.7 2.2
N 1.667 2.959 0.497 2.1 -0.6 1.9
N -0.797 -0.199 0.383 0.3 1.1 0.2
N 0.083 -1.894 -0.840 2.0 0.3 -2.0
N -1.338 -1.381 0.760 0.7 0.3 -1.3
N -0.791 -2.377 -0.020 -0.7 0.4 0.9
```
Forces are in eV/Å.

For the HOMO energy (spin up / spin down), the calculation gives -5.018 / -4.991 eV. The multiplicity is 1. As for the LUMO energy (spin up / spin down): -0.80 / -0.70 eV. The calculation puts the relative energy (zero: lowest compared OMol25 entry of this formula, charge and spin) at 153.3 kcal/mol. Its charge is -1. For the total energy, the calculation gives -9518.003 eV.

Results of the natural (NBO) charge analysis, in e, for atoms 1 through 6:
1. C -0.1383
2. C 0.6599
3. N -0.6988
4. N -0.3210
5. N -0.3677
6. N -0.0711

***

A molecular structure, C11H20AlClIN2O4. Source: the Open Molecules 2025 dataset; level of theory: ωB97M-V/def2-TZVPD.

```
40
Properties=species:S:1:pos:R:3:forces:R:3
C 0.868 2.705 4.093 -0.6 -0.8 0.1
C -0.578 2.247 3.507 -0.6 0.9 1.2
C -1.086 3.223 2.341 1.2 0.1 0.2
Cl -2.929 3.061 2.054 0.9 -0.1 0.4
Al -0.229 2.809 0.493 -0.9 0.2 0.4
O -1.367 3.631 -0.769 3.5 2.1 -3.0
C -0.651 4.316 -1.749 0.5 1.6 0.3
N -0.016 5.046 -2.484 -3.1 -3.6 3.2
O 1.506 3.511 0.536 -1.0 -0.4 -0.2
N 2.188 3.266 -0.592 1.1 -0.5 0.4
O 3.347 3.027 -0.376 -0.9 0.5 -0.3
C -0.333 0.792 0.152 1.1 -0.3 0.0
I -1.617 0.485 -1.635 0.2 0.3 0.7
C 1.068 0.084 -0.202 -0.3 -1.6 0.4
C 2.226 0.291 0.900 0.6 0.3 -0.6
H 1.039 2.174 5.103 -0.3 0.8 -1.5
H 0.846 3.830 4.296 0.3 -1.5 -0.5
H 1.721 2.380 3.406 -1.2 0.8 0.9
H -0.613 1.131 3.250 0.2 1.6 0.1
H -1.316 2.385 4.392 1.1 -0.4 -1.3
H -0.926 4.315 2.662 -0.4 -1.6 -0.3
H -0.878 0.241 0.995 0.8 0.6 -1.3
H 0.854 -1.056 -0.229 0.4 1.7 -0.2
H 1.457 0.333 -1.258 -0.8 0.0 1.8
H 3.198 0.505 0.324 -1.4 -0.3 1.0
H 2.046 1.194 1.577 0.2 -1.3 -0.9
H 2.427 -0.640 1.535 -0.6 1.3 -0.8
C -1.941 -4.141 -2.838 -0.2 0.1 -0.3
C -1.014 -5.310 -2.587 0.0 -0.4 0.2
C 0.342 -4.632 -2.540 0.3 0.3 0.0
O 0.127 -3.309 -2.036 -0.2 -0.4 -0.1
C -1.282 -3.038 -2.033 0.0 0.2 0.1
H -2.974 -4.327 -2.540 0.1 0.0 0.0
H -1.932 -3.883 -3.903 0.0 0.0 0.1
H -1.241 -5.760 -1.615 0.0 0.0 -0.1
H -1.074 -6.091 -3.348 0.0 0.0 0.0
H 0.777 -4.544 -3.542 0.0 -0.1 0.0
H 1.052 -5.159 -1.898 0.0 0.1 0.0
H -1.623 -3.049 -0.992 -0.1 0.1 0.0
H -1.468 -2.044 -2.450 0.2 -0.4 0.2
```
Forces are in eV/Å.

For the HOMO energy, the calculation gives -5.583 eV. The multiplicity is 1. As for the LUMO energy: 2.52 eV. Its charge is -1. For the total energy, the calculation gives -50122.119 eV.

Results of the natural (NBO) charge analysis, in e, for atoms 1 through 6:
1. C -0.6208
2. C -0.4258
3. C -0.7414
4. Cl -0.1379
5. Al 1.9585
6. O -0.8776

***

A molecular structure, C35H30Br2HgN7O3S4. Source: the Open Molecules 2025 dataset; level of theory: ωB97M-V/def2-TZVPD.

```
82
Properties=species:S:1:pos:R:3:forces:R:3
Hg 0.334 -1.138 1.948 -0.2 0.0 0.2
O -2.110 -5.186 0.092 0.1 0.1 0.0
C -3.112 -4.494 -0.467 0.0 0.0 0.0
C -4.214 -5.200 -0.960 0.0 0.0 0.0
C -5.271 -4.530 -1.548 0.0 0.0 0.0
C -5.251 -3.143 -1.655 0.0 0.0 0.0
C -4.159 -2.443 -1.167 0.0 0.0 0.0
C -3.080 -3.091 -0.572 0.0 0.0 0.0
C -1.890 -2.332 -0.066 0.0 0.0 0.0
O -0.936 -2.995 0.478 0.0 -0.1 0.0
N -1.916 -1.037 -0.261 0.0 0.0 0.0
N -0.805 -0.388 0.232 0.0 0.0 -0.1
C -0.627 0.839 -0.257 0.0 0.0 -0.1
C 0.365 1.715 0.225 0.0 0.0 0.0
C 0.467 3.058 -0.233 0.0 0.0 0.0
C 1.430 3.877 0.282 0.0 0.0 0.0
C 2.310 3.379 1.267 0.0 0.0 0.0
C 2.154 2.058 1.655 0.0 0.0 0.0
N 1.230 1.241 1.170 0.0 0.1 0.0
H -1.446 -4.477 0.380 0.0 0.0 0.0
H -4.211 -6.278 -0.864 0.0 0.0 0.0
H -6.119 -5.094 -1.923 0.0 0.0 0.0
H -6.079 -2.614 -2.112 0.0 0.0 0.0
H -4.111 -1.365 -1.238 0.0 0.0 0.0
H -1.331 1.183 -1.011 0.0 0.0 0.0
H -0.220 3.414 -0.993 0.0 0.0 0.0
H 1.520 4.897 -0.073 0.0 0.0 0.0
H 3.088 3.993 1.701 0.0 0.0 0.0
H 2.808 1.622 2.407 0.0 0.0 0.0
Br 1.347 4.360 7.678 0.0 0.0 0.0
C 1.049 3.068 6.312 0.0 0.0 0.0
C 1.719 1.863 6.347 0.0 0.0 0.0
C 1.456 0.958 5.322 0.0 0.0 0.0
N 0.604 1.204 4.336 0.0 0.0 0.0
C -0.042 2.364 4.333 0.0 0.0 0.0
C 0.146 3.344 5.304 0.0 0.0 0.0
C -1.028 2.564 3.233 0.1 0.0 0.0
C -1.156 3.803 2.615 0.0 0.0 0.0
C -2.076 3.905 1.589 0.0 0.0 0.0
Br -2.288 5.561 0.684 0.0 0.0 0.0
C -2.817 2.810 1.199 0.0 0.0 0.0
C -2.597 1.618 1.881 0.0 0.0 0.1
N -1.740 1.494 2.883 0.0 0.0 -0.1
H 2.414 1.617 7.137 0.0 0.0 0.0
H 1.951 -0.008 5.306 0.0 0.0 0.0
H -0.411 4.270 5.283 0.0 0.0 0.0
H -0.524 4.635 2.890 0.0 0.0 0.0
H -3.517 2.860 0.377 0.0 0.0 0.0
H -3.124 0.716 1.584 0.0 0.0 0.0
S 1.722 -2.757 6.122 0.0 0.0 0.0
C 1.061 -2.270 4.656 0.0 -0.2 -0.1
S -0.601 -2.025 4.359 0.0 0.0 0.0
S 2.152 -1.975 3.306 0.2 0.0 0.1
C 0.342 -2.580 -2.913 0.0 0.0 0.0
C 1.704 -2.939 -2.331 0.0 0.0 0.0
C 2.016 -2.163 -1.057 0.1 0.0 0.0
N 2.058 -0.725 -1.292 0.1 0.0 0.0
C 3.158 -0.003 -1.402 0.0 0.0 0.0
S 4.733 -0.513 -1.204 -0.1 0.0 0.0
N 2.918 1.354 -1.720 0.0 0.0 0.0
C 2.264 1.873 -2.806 0.1 -0.1 0.0
O 2.193 3.075 -2.981 -0.1 0.0 0.0
C 1.730 0.930 -3.844 -0.1 0.0 0.0
C 0.444 1.132 -4.329 0.0 0.0 0.0
C -0.031 0.355 -5.373 0.0 0.0 0.0
C 0.789 -0.602 -5.956 0.0 0.0 0.0
C 2.077 -0.795 -5.479 0.0 0.0 0.0
C 2.546 -0.040 -4.414 0.0 0.0 0.0
H 0.111 -3.193 -3.787 0.0 0.0 0.0
H 0.301 -1.534 -3.223 0.0 0.0 0.0
H -0.442 -2.735 -2.171 0.0 0.0 0.0
H 2.501 -2.773 -3.064 0.0 0.0 0.0
H 1.722 -4.001 -2.072 0.0 0.0 0.0
H 2.978 -2.450 -0.638 0.0 0.0 0.0
H 1.236 -2.358 -0.319 0.0 0.0 0.0
H 1.174 -0.221 -1.243 0.0 0.0 0.0
H 3.495 2.019 -1.224 0.0 0.0 0.0
H -0.171 1.900 -3.878 0.0 0.0 0.0
H -1.043 0.494 -5.732 0.0 0.0 0.0
H 0.417 -1.210 -6.772 0.0 0.0 0.0
H 2.715 -1.550 -5.923 0.0 0.0 0.0
H 3.546 -0.200 -4.027 0.0 0.0 0.0
```
Forces are in eV/Å.

For the HOMO energy (spin up / spin down), the calculation gives -0.690 / -1.714 eV. The multiplicity is 2. As for the LUMO energy (spin up / spin down): 3.55 / 3.55 eV. The calculation puts the relative energy (zero: lowest compared OMol25 entry of this formula, charge and spin) at 0.0 kcal/mol. Its charge is -2. For the total energy, the calculation gives -240960.009 eV.

Results of the Löwdin charge analysis, in e, for atoms 1 through 6:
1. Hg 0.8419
2. O 0.0392
3. C -0.2837
4. C -0.0371
5. C -0.1247
6. C -0.1262

***

5 unconnected molecules or ions with the total composition C23H55O7P. Source: the Open Molecules 2025 dataset; level of theory: ωB97M-V/def2-TZVPD.

```
86
Properties=species:S:1:pos:R:3:forces:R:3
C 3.050 1.114 1.875 0.0 -0.7 -0.8
C 3.513 0.857 0.292 0.2 0.9 0.5
P 2.626 -0.760 -0.257 -0.4 0.3 0.4
C 1.677 -0.338 -1.859 -0.1 -0.5 -1.4
C 0.115 0.145 -1.627 0.4 0.3 -1.1
C -0.048 1.521 -0.752 -0.7 0.6 0.3
C -0.835 1.352 0.676 -0.7 0.9 0.0
C -2.366 0.744 0.545 0.5 0.0 1.3
C -2.289 -0.824 1.025 -0.4 0.6 0.1
C -3.464 -1.794 0.421 0.5 -0.4 0.6
C -2.925 -3.359 0.653 -0.2 0.5 0.2
C -2.661 -4.150 -0.766 0.1 -1.1 0.9
C -1.055 -4.153 -1.211 -1.5 -0.4 -0.2
O -0.243 -4.756 -0.114 0.5 3.1 -1.0
C 0.862 -3.774 0.138 0.4 -0.7 -0.2
C 3.981 -2.032 -0.781 2.0 -1.2 -0.4
C 5.243 -2.109 0.286 5.5 3.2 0.6
O 6.322 -1.282 0.196 -7.3 -5.4 0.5
O 5.335 -3.115 1.394 -2.2 2.1 -3.0
H 3.667 0.365 2.534 -1.4 1.5 -1.1
H 3.241 2.217 2.227 -0.4 -2.2 -0.8
H 1.891 0.833 1.896 2.6 0.8 0.3
H 4.670 0.738 0.168 -2.2 0.4 0.3
H 3.119 1.786 -0.308 0.9 -1.9 0.9
H 1.638 -1.331 -2.516 0.1 2.0 1.4
H 2.300 0.440 -2.473 -1.3 -1.3 1.0
H -0.521 -0.766 -1.244 1.3 1.9 -0.4
H -0.306 0.391 -2.716 0.9 -0.7 2.3
H -0.678 2.295 -1.406 1.4 -1.9 1.6
H 0.969 2.076 -0.515 -1.8 -1.4 -0.6
H -0.277 0.688 1.473 -0.9 1.3 -1.7
H -0.950 2.447 1.129 0.5 -2.3 -0.9
H -3.003 1.316 1.377 1.1 -1.2 -2.1
H -2.852 0.912 -0.513 1.1 -0.4 2.1
H -1.199 -1.213 0.780 -2.3 0.5 0.2
H -2.356 -0.814 2.213 0.2 -0.1 -2.5
H -4.489 -1.634 1.011 2.3 -0.3 -1.2
H -3.725 -1.574 -0.714 0.8 -0.5 2.3
H -1.918 -3.331 1.295 -2.2 -0.1 -1.5
H -3.715 -3.898 1.347 1.6 0.8 -1.7
H -2.968 -5.288 -0.585 0.8 2.4 -0.5
H -3.371 -3.738 -1.605 1.6 -0.7 1.5
H -0.929 -4.837 -2.152 -0.2 1.3 1.6
H -0.728 -3.061 -1.484 -0.5 -2.0 0.7
H 1.583 -4.220 0.975 -1.6 0.9 -1.8
H 0.463 -2.723 0.490 0.8 -2.1 -0.8
H 1.439 -3.698 -0.900 -1.0 0.2 2.3
H 3.551 -3.130 -0.852 0.6 2.4 0.2
H 4.467 -1.789 -1.833 -0.8 -0.4 2.3
H 4.440 -3.564 1.523 1.5 0.9 -0.5
C -0.844 6.291 -2.464 0.0 0.2 0.1
C -0.424 4.873 -2.135 -0.1 0.2 -0.3
O -1.500 3.979 -2.380 -0.3 -0.1 -0.4
H -1.709 6.585 -1.862 0.2 -0.1 0.0
H -0.027 6.993 -2.276 -0.1 0.0 -0.1
H -1.144 6.372 -3.514 0.1 0.0 0.0
H -0.146 4.792 -1.080 -0.1 -0.2 -0.1
H 0.432 4.566 -2.742 0.2 0.1 0.1
H -1.734 4.053 -3.321 0.1 -0.1 0.5
C 0.609 -1.410 3.723 0.2 -0.1 -0.1
C 0.125 -0.350 4.691 0.0 -0.4 0.0
O -1.294 -0.353 4.743 -0.4 -0.1 0.1
H 0.206 -1.229 2.721 0.1 0.0 0.1
H 1.701 -1.418 3.668 -0.1 -0.1 0.0
H 0.265 -2.402 4.031 0.1 0.0 0.1
H 0.453 0.642 4.368 -0.2 -0.1 0.1
H 0.513 -0.531 5.698 0.2 0.1 0.0
H -1.575 -1.236 5.039 0.1 0.5 -0.2
C 6.679 3.392 -1.340 0.1 -0.1 -0.2
C 5.613 4.279 -0.733 0.3 -0.1 0.1
O 5.169 3.731 0.499 0.0 0.0 0.4
H 6.290 2.383 -1.508 0.0 0.2 0.0
H 7.029 3.799 -2.293 0.0 -0.1 0.1
H 7.534 3.296 -0.663 0.0 0.1 -0.1
H 4.751 4.356 -1.403 0.0 0.0 0.2
H 5.998 5.287 -0.550 0.0 0.1 -0.2
H 5.940 3.675 1.090 -0.4 0.0 -0.3
C -8.201 -1.769 -0.275 -0.1 0.0 0.2
C -7.434 -0.951 -1.293 -0.2 -0.3 0.0
O -6.449 -1.759 -1.921 0.2 -0.3 -0.3
H -7.523 -2.174 0.483 -0.1 0.1 -0.1
H -8.962 -1.160 0.222 0.0 -0.1 0.0
H -8.691 -2.623 -0.753 -0.1 0.1 0.0
H -6.928 -0.111 -0.807 0.1 -0.2 -0.2
H -8.103 -0.553 -2.061 -0.1 0.2 0.1
H -6.908 -2.497 -2.356 0.3 0.4 0.2
```
Forces are in eV/Å.

For the HOMO energy, the calculation gives -8.331 eV. The multiplicity is 1. The structure (SMILES) is CCP(CCCCCCCCCCOC)CC(=O)O.CCO.CCO.CCO.CCO. As for the LUMO energy: 0.53 eV. For the total energy, the calculation gives -48355.096 eV.

Results of the Löwdin charge analysis, in e, for atoms 1 through 6:
1. C -0.1754
2. C -0.4053
3. P 0.9308
4. C -0.3915
5. C -0.2275
6. C -0.1984